No. 1
25
Properties=species:S:1:pos:R:3:forces:R:3:mulliken_charge:R:1 method="wB97M-V/def2-TZVPD" e_above_lowest_kj_mol=454.3 lumo_ha="-0.40819 / -0.40820" homo_energy_ev="-17.16 / -17.16" homo_lumo_gap_ev="6.051 / 6.050" total_charge=+2
Be -0.049 0.118 -0.087 -0.54 -0.78 -1.40 -0.416
O -1.492 -3.687 -0.836 1.22 3.05 0.64 -0.091
C -1.083 -2.644 -0.613 -1.00 -2.57 -0.49 0.103
C -0.659 0.815 1.454 -3.09 3.16 3.04 0.650
O -1.204 1.526 2.177 2.22 -3.19 -2.75 -0.040
C 1.592 0.695 -0.646 0.67 0.12 -0.72 0.131
O 2.166 0.999 -1.654 -1.17 -0.45 0.90 -0.331
C -1.251 0.593 -1.285 -4.08 3.66 -3.41 0.810
O -1.957 1.238 -1.940 3.54 -3.45 3.02 -0.085
C 2.437 -2.134 1.746 0.06 -1.25 0.84 -0.602
O 2.375 -1.158 0.694 -2.89 2.37 1.01 -0.297
P 2.116 0.498 1.064 7.33 1.77 0.72 1.469
O 3.427 0.568 2.025 -1.85 -0.45 -1.65 -0.408
C 3.300 0.629 3.447 0.36 -0.08 1.55 -0.652
O 1.550 1.994 1.665 -0.44 -2.52 -0.21 -0.384
C 1.341 3.162 0.824 -0.73 0.32 -0.61 -0.667
H 2.429 -3.127 1.284 -0.02 0.37 -0.09 0.274
H 1.553 -2.056 2.396 0.31 -0.09 -0.19 0.349
H 3.351 -2.052 2.346 -0.19 0.30 -0.30 0.284
H 2.496 -0.012 3.812 0.01 0.00 -0.08 0.357
H 4.239 0.234 3.830 -0.02 0.05 0.00 0.277
H 3.160 1.630 3.848 -0.03 0.15 -0.41 0.294
H 0.431 3.656 1.186 0.33 -0.06 0.00 0.282
H 2.206 3.845 0.909 -0.25 -0.59 0.11 0.317
H 1.193 2.902 -0.243 0.24 0.16 0.49 0.374



No. 2
18
Properties=species:S:1:pos:R:3:forces:R:3:mulliken_charge:R:1 method="wB97M-V/def2-TZVPD" e_above_lowest_kj_mol=97.2 lumo_ha=0.04625 homo_energy_ev=-10.16 homo_lumo_gap_ev=11.421 total_charge=0 smiles=CC(C)C1CC1
C -1.626 0.831 0.765 -0.05 0.05 0.04 -1.581
C -0.678 0.101 -0.187 0.04 0.00 -0.05 0.682
C -1.156 -1.333 -0.425 -0.02 -0.06 -0.01 -1.417
C 0.736 0.159 0.377 -0.06 -0.03 0.08 -0.139
C 1.896 -0.503 -0.306 0.06 -0.18 -0.07 -0.611
C 1.800 0.996 -0.278 0.05 0.20 -0.02 -0.666
H -1.265 1.842 0.987 -0.06 -0.13 -0.05 0.371
H -2.636 0.909 0.349 0.14 -0.01 0.05 0.405
H -1.694 0.283 1.714 0.00 0.10 -0.13 0.350
H -0.683 0.625 -1.154 0.01 -0.07 0.12 0.154
H -0.577 -1.826 -1.214 -0.06 0.06 0.15 0.343
H -1.060 -1.934 0.487 -0.02 0.09 -0.09 0.313
H -2.210 -1.345 -0.727 0.15 0.00 0.04 0.407
H 0.767 0.135 1.465 0.02 -0.03 -0.13 0.394
H 2.646 -0.987 0.315 -0.12 0.09 -0.12 0.249
H 1.711 -1.004 -1.253 0.03 0.10 0.12 0.242
H 1.538 1.489 -1.211 0.01 -0.06 0.17 0.242
H 2.494 1.556 0.343 -0.11 -0.13 -0.08 0.263



No. 3
17
Properties=species:S:1:pos:R:3:forces:R:3:mulliken_charge:R:1 method="wB97M-V/def2-TZVPD" e_above_lowest_kj_mol=43.0 lumo_ha=0.12334 homo_energy_ev=-2.41 homo_lumo_gap_ev=5.769 total_charge=-1
C -0.767 -2.286 1.704 -0.10 -0.28 0.10 -0.693
S 0.057 -3.397 0.541 -0.22 -0.64 -0.08 -0.175
C 0.556 -2.234 -0.739 0.04 0.47 -0.11 -0.728
H -0.072 -1.485 1.924 -0.29 0.34 0.07 0.187
H -1.714 -1.924 1.307 0.26 0.29 -0.17 0.268
H -1.016 -2.836 2.615 0.29 -0.22 -0.07 0.314
H -0.218 -1.475 -0.873 0.10 0.02 0.16 0.170
H 0.720 -2.721 -1.703 -0.03 -0.33 0.24 0.346
H 1.474 -1.736 -0.432 -0.08 0.14 -0.08 0.257
C -0.168 3.234 -0.714 1.12 0.81 -0.84 -0.992
C 0.520 1.897 -0.526 -1.67 -1.13 1.25 -0.479
S -0.386 0.927 0.793 0.34 0.35 0.06 -0.716
H -1.236 3.221 -0.920 0.00 -0.51 0.07 0.273
H -0.014 3.871 0.156 -0.06 -0.11 0.21 0.240
H 0.322 3.767 -1.555 -0.21 0.07 0.04 0.336
H 0.378 1.199 -1.350 0.48 0.52 -0.57 0.157
H 1.565 1.978 -0.228 0.02 0.21 -0.28 0.233



No. 4
101
Properties=species:S:1:pos:R:3:forces:R:3:mulliken_charge:R:1 method="wB97M-V/def2-TZVPD" lumo_ha=-0.01774 homo_energy_ev=-8.06 homo_lumo_gap_ev=7.580 total_charge=0 smiles="CCCC[C@]1(Br)[C@](CCCCCCCSc2nnco2)([PH2]=O)NC(=O)[C@]1(F)ON=O.CCN(CC)CC.CCN(CC)CC"
C 5.199 2.932 1.332 -0.12 -0.35 -0.85 -1.251
C 3.878 2.574 0.592 1.41 -0.18 0.52 0.085
C 4.228 2.042 -0.793 -0.58 0.33 -0.06 -1.233
C 3.039 1.752 -1.735 0.88 0.12 0.95 -1.740
C 1.908 2.769 -1.762 -1.25 -0.89 -1.21 0.687
Br 0.652 2.477 -0.286 0.55 0.23 0.26 0.036
C 1.026 2.488 -3.053 1.01 1.07 -1.47 1.104
C -0.328 3.234 -3.205 -0.53 -1.11 0.53 -1.681
C -1.599 2.470 -2.829 -0.92 0.79 -0.58 0.216
C -2.822 3.281 -3.310 0.57 0.53 0.39 -1.303
C -3.238 4.356 -2.290 -0.44 -0.96 0.07 -0.674
C -4.146 3.711 -1.204 0.52 0.93 -0.44 0.171
C -5.583 4.239 -1.214 -0.11 -0.78 0.69 -0.555
C -6.653 3.164 -0.934 0.42 -0.07 -0.81 -0.951
S -6.163 1.844 0.219 0.28 -0.06 0.39 -0.166
C -5.601 0.633 -0.927 -0.91 1.06 0.76 0.611
N -6.372 0.135 -1.804 -0.46 -0.75 -0.98 -0.369
N -5.566 -0.731 -2.541 -2.16 -0.24 -1.23 -0.444
C -4.419 -0.689 -2.051 0.71 0.28 0.52 -0.188
O -4.355 0.177 -0.998 1.61 -0.31 0.25 -0.185
P 0.915 0.766 -3.702 -0.49 -0.96 0.96 0.178
O 0.122 -0.173 -2.887 -0.28 -0.23 0.25 -0.627
N 1.923 3.157 -4.068 -0.19 0.14 0.22 -0.353
C 2.214 4.418 -3.599 -0.11 0.37 -0.61 -0.157
O 2.424 5.421 -4.245 -0.09 -0.87 0.85 -0.613
C 2.273 4.251 -2.052 1.07 0.95 0.85 1.190
F 1.401 5.041 -1.366 -0.45 0.36 -0.59 -0.403
O 3.580 4.660 -1.662 -0.39 -1.17 0.11 -0.261
N 3.599 5.926 -0.900 -0.18 0.43 0.47 0.049
O 4.305 5.821 0.002 0.12 0.04 -0.51 -0.194
H 5.202 3.940 1.726 -0.04 0.00 0.37 0.361
H 6.007 2.879 0.605 0.26 0.16 -0.02 0.377
H 5.437 2.179 2.075 -0.02 0.13 0.41 0.090
H 3.429 1.780 1.177 -0.68 0.08 0.01 0.437
H 3.265 3.463 0.566 -0.41 -0.07 -0.07 0.122
H 4.779 1.115 -0.656 0.14 -0.18 -0.10 0.582
H 4.892 2.754 -1.273 0.11 -0.01 -0.06 0.466
H 2.636 0.786 -1.445 -0.38 -0.10 -0.06 0.498
H 3.452 1.647 -2.732 -0.01 0.09 -0.27 0.445
H -0.426 3.467 -4.262 0.08 0.06 -0.23 0.401
H -0.342 4.187 -2.680 0.35 0.08 0.10 0.335
H -1.667 1.503 -3.312 0.34 -0.31 0.14 0.425
H -1.712 2.363 -1.758 0.24 -0.41 0.20 0.166
H -3.651 2.598 -3.467 -0.25 0.01 -0.21 0.438
H -2.587 3.787 -4.247 -0.03 -0.23 -0.28 0.538
H -2.364 4.763 -1.789 0.19 0.30 -0.23 0.181
H -3.762 5.137 -2.831 -0.03 0.35 0.18 0.492
H -4.081 2.640 -1.348 -0.17 -0.18 0.15 -0.556
H -3.704 3.943 -0.240 -0.05 -0.29 0.26 0.434
H -5.664 4.988 -0.433 -0.05 0.43 -0.12 0.273
H -5.814 4.674 -2.180 -0.12 0.26 -0.11 0.370
H -7.588 3.582 -0.586 -0.10 0.13 0.35 0.531
H -6.895 2.680 -1.874 -0.08 -0.31 -0.03 0.381
H -3.611 -1.263 -2.452 0.73 0.13 0.51 0.625
H 0.378 0.920 -5.004 0.34 0.44 -0.01 0.116
H 2.211 0.249 -3.885 0.09 0.60 -0.38 0.112
H 1.617 3.111 -5.031 0.08 0.14 -0.13 0.374
C -4.789 -7.027 1.873 -0.02 -0.02 -0.02 -1.438
C -4.460 -5.569 1.593 -0.17 -0.11 -0.05 -0.282
N -3.103 -5.365 1.124 0.19 0.10 0.06 0.172
C -2.698 -3.971 1.123 0.03 0.17 0.13 -1.223
C -3.430 -3.007 0.182 0.08 0.11 -0.02 -0.544
C -2.717 -6.136 -0.044 -0.02 -0.27 -0.12 -0.709
C -3.541 -5.963 -1.327 0.10 -0.02 -0.08 -0.942
H -4.075 -7.460 2.574 0.04 0.00 -0.04 0.335
H -5.784 -7.101 2.314 -0.01 0.01 -0.01 0.435
H -4.793 -7.630 0.964 0.01 -0.01 0.01 0.292
H -4.583 -5.013 2.527 0.10 0.11 -0.05 0.431
H -5.210 -5.166 0.894 -0.04 -0.01 0.03 0.218
H -1.625 -3.918 0.917 0.00 -0.10 -0.07 0.375
H -2.810 -3.595 2.145 -0.08 -0.08 0.02 0.434
H -3.125 -3.143 -0.855 -0.05 -0.07 -0.01 0.050
H -3.187 -1.977 0.452 0.02 -0.02 0.02 0.478
H -4.514 -3.112 0.243 0.00 -0.03 -0.01 0.333
H -2.735 -7.195 0.229 -0.07 0.03 0.06 0.380
H -1.666 -5.930 -0.264 -0.01 0.14 0.07 0.321
H -4.614 -5.965 -1.134 0.00 0.01 0.03 0.243
H -3.333 -6.791 -2.009 0.01 0.00 0.01 0.371
H -3.288 -5.046 -1.856 -0.08 0.04 0.03 0.268
C 5.749 -2.071 1.767 -0.04 -0.06 0.00 -1.365
C 5.792 -1.511 3.181 0.07 -0.18 -0.05 -0.445
N 4.490 -1.135 3.700 -0.13 0.33 0.07 0.312
C 4.561 -0.356 4.927 0.14 0.14 0.08 -0.652
C 5.146 -1.040 6.169 -0.08 0.08 0.12 -1.058
C 3.472 -2.171 3.677 -0.09 -0.24 -0.22 -0.727
C 3.757 -3.480 4.426 -0.12 -0.03 0.03 -1.019
H 5.262 -1.371 1.086 -0.05 -0.01 0.03 0.220
H 6.765 -2.240 1.409 0.01 0.00 0.01 0.449
H 5.224 -3.025 1.718 -0.01 0.01 -0.02 0.315
H 6.426 -0.620 3.158 -0.10 0.08 0.18 0.471
H 6.300 -2.237 3.835 0.08 0.00 -0.06 0.230
H 3.564 0.022 5.167 -0.07 -0.13 -0.09 0.429
H 5.158 0.539 4.721 0.07 -0.07 -0.11 0.278
H 4.450 -1.754 6.606 0.04 -0.06 -0.03 0.221
H 5.354 -0.290 6.935 0.01 0.01 -0.02 0.435
H 6.083 -1.554 5.955 -0.01 -0.01 -0.03 0.260
H 3.265 -2.419 2.632 0.09 0.02 -0.01 0.375
H 2.536 -1.745 4.047 0.08 0.11 0.08 0.379
H 4.766 -3.851 4.242 0.01 0.03 -0.01 0.250
H 3.062 -4.252 4.089 0.00 0.01 -0.02 0.380
H 3.619 -3.377 5.500 0.09 0.00 0.02 0.273



| no. | E (Ha) |
| --- | --- |
| 1 | -1154.118142 |
| 2 | -235.781214 |
| 3 | -955.386516 |
| 4 | -5257.159107 |